[1]
# C28H64ClN2O8P2S2

A cluster of 3 separate species, C28H64ClN2O8P2S2 in total at a distorted geometry (wB97M-V/def2-TZVPD, OMol25).

Calculated values
highest occupied orbital energy: -10.5 eV

```
! wB97M-V def2-TZVPD RIJCOSX def2/J DEFGRID3
* xyz 1 1
C -1.84 2.86 -1.18
C -3.02 2.23 -2.00
C -2.58 1.60 -3.37
C -1.16 0.90 -3.30
N -1.18 -0.04 -2.16
C 0.06 -0.85 -2.04
C 1.37 -0.08 -2.41
C 2.58 -0.73 -1.62
C 3.34 0.35 -0.79
N 3.30 0.09 0.70
Cl 1.62 0.09 1.30
P 4.08 -1.53 1.12
O 3.45 -2.03 2.58
O 5.73 -1.26 1.32
P 4.18 1.40 1.63
C 3.25 3.02 1.52
C 2.14 3.24 2.62
C 4.41 0.90 3.41
C 5.03 2.11 4.21
C -2.24 -1.04 -2.35
S -2.58 -1.77 -3.80
S -3.22 -1.58 -0.93
C -2.71 -0.50 0.47
C -2.41 -1.38 1.76
C -2.05 -2.88 1.44
H -1.09 3.31 -1.87
H -2.17 3.62 -0.44
H -1.31 2.06 -0.60
H -3.71 3.07 -2.24
H -3.57 1.52 -1.35
H -3.35 0.97 -3.84
H -2.43 2.47 -4.06
H -0.45 1.74 -3.14
H -0.91 0.44 -4.27
H 0.00 -1.82 -2.59
H 0.14 -1.15 -0.96
H 1.53 -0.21 -3.50
H 1.29 1.00 -2.21
H 2.20 -1.58 -1.00
H 3.25 -1.21 -2.37
H 2.91 1.36 -0.95
H 4.41 0.33 -1.06
H 2.61 -2.46 2.37
H 6.10 -1.65 0.53
H 3.95 3.87 1.60
H 2.76 3.06 0.52
H 1.19 2.75 2.31
H 2.42 2.82 3.61
H 1.91 4.32 2.75
H 5.07 0.02 3.55
H 3.42 0.62 3.83
H 5.24 2.96 3.53
H 5.95 1.86 4.77
H 4.24 2.48 4.91
H -3.55 0.20 0.65
H -1.83 0.13 0.24
H -3.34 -1.38 2.36
H -1.56 -0.89 2.27
H -1.25 -2.98 0.67
H -1.63 -3.29 2.39
H -2.92 -3.50 1.20
C 5.26 6.46 -1.02
O 4.76 5.76 -2.15
C 3.97 4.65 -1.78
C 3.23 4.10 -2.98
O 2.03 4.80 -3.27
C 2.21 6.07 -3.91
C 2.54 5.94 -5.38
O 3.93 5.70 -5.55
C 4.25 5.34 -6.88
H 5.87 5.80 -0.40
H 5.88 7.28 -1.38
H 4.44 6.88 -0.44
H 3.25 4.95 -1.00
H 4.65 3.88 -1.37
H 2.91 3.08 -2.73
H 3.87 4.03 -3.86
H 2.94 6.68 -3.38
H 1.24 6.56 -3.83
H 2.29 6.87 -5.90
H 1.97 5.11 -5.82
H 3.77 4.40 -7.15
H 5.33 5.21 -6.94
H 3.95 6.13 -7.58
C -3.19 -8.71 2.78
O -4.15 -7.85 3.37
C -3.57 -6.63 3.79
C -4.66 -5.63 4.16
O -5.20 -4.96 3.03
C -6.11 -5.72 2.24
C -7.48 -5.86 2.88
O -7.48 -6.91 3.82
C -8.65 -6.92 4.61
H -2.38 -8.93 3.48
H -3.69 -9.64 2.51
H -2.78 -8.25 1.87
H -2.95 -6.21 2.99
H -2.95 -6.83 4.67
H -4.20 -4.85 4.77
H -5.44 -6.10 4.76
H -5.69 -6.69 1.98
H -6.23 -5.15 1.31
H -8.22 -6.09 2.10
H -7.76 -4.92 3.37
H -8.73 -6.00 5.20
H -8.60 -7.77 5.28
H -9.54 -7.03 3.97
*
```

Atomic partial charges in e from the Mulliken method, atoms 1 to 5: -0.474, -0.370, -0.807, -0.960, 0.648

[2]
# C28H66Cl8O4S4

A structure of composition C28H66Cl8O4S4 at a distorted geometry (wB97M-V/def2-TZVPD, OMol25).

Calculated values
highest occupied orbital energy: -7.3 eV

```
! wB97M-V def2-TZVPD RIJCOSX def2/J DEFGRID3
* xyz 0 1
C 1.50 -2.80 -2.97
S 0.96 -3.87 -1.50
O 1.50 -5.26 -1.67
C 2.02 -3.12 -0.19
H 2.31 -3.30 -3.50
H 1.58 -1.74 -2.73
H 0.59 -2.82 -3.59
H 1.59 -2.15 0.08
H 3.09 -3.05 -0.39
H 1.97 -3.73 0.72
C 1.34 4.80 -2.29
S -0.27 4.02 -2.38
O -0.05 2.67 -3.05
C -0.30 3.34 -0.65
H 2.18 4.11 -2.23
H 1.41 5.51 -1.47
H 1.50 5.31 -3.24
H 0.68 2.88 -0.56
H -1.13 2.67 -0.42
H -0.49 4.21 -0.02
C 1.93 1.04 2.42
S 2.44 -0.60 3.01
O 3.27 -1.22 1.88
C 3.69 -0.15 4.28
H 1.09 1.01 1.73
H 2.81 1.54 2.02
H 1.60 1.66 3.25
H 4.53 0.41 3.87
H 4.08 -1.08 4.70
H 3.33 0.35 5.17
C 4.30 -1.61 0.12
S 5.84 -0.63 -0.06
O 6.41 -0.41 1.34
C 6.83 -1.85 -0.91
H 3.84 -1.66 -0.86
H 3.58 -1.20 0.82
H 4.61 -2.57 0.53
H 7.88 -1.58 -0.88
H 6.51 -1.85 -1.96
H 6.77 -2.86 -0.49
C -1.98 1.03 -3.19
Cl -3.76 0.84 -3.15
Cl -1.35 1.26 -1.61
Cl -1.48 -0.53 -3.92
Cl -1.50 2.31 -4.34
C 4.06 2.02 -2.11
Cl 4.94 0.57 -1.49
Cl 5.03 2.76 -3.30
Cl 2.43 1.62 -2.69
Cl 4.01 3.21 -0.68
C -4.94 0.08 -1.28
C -3.57 -0.68 -1.24
C -3.55 -1.76 -0.11
C -3.47 -1.22 1.34
C -3.39 -2.36 2.41
C -4.44 -3.43 2.34
H -5.36 0.56 -0.40
H -5.56 -0.72 -1.68
H -4.98 0.84 -2.06
H -3.38 -1.20 -2.17
H -2.74 0.02 -1.23
H -2.66 -2.35 -0.31
H -4.41 -2.42 -0.21
H -2.52 -0.69 1.32
H -4.24 -0.49 1.60
H -2.40 -2.82 2.29
H -3.35 -1.89 3.40
H -4.33 -4.16 3.14
H -5.41 -2.95 2.50
H -4.38 -3.99 1.41
C -5.15 2.64 -0.45
C -3.93 2.48 0.48
C -3.08 1.22 0.18
C -1.63 1.10 0.83
C -1.62 0.98 2.37
C -0.19 0.38 2.70
H -5.75 3.55 -0.36
H -5.84 1.81 -0.33
H -4.90 2.54 -1.50
H -3.33 3.39 0.36
H -4.19 2.63 1.53
H -2.97 1.22 -0.91
H -3.67 0.36 0.50
H -1.17 0.28 0.27
H -1.01 1.98 0.69
H -1.80 1.95 2.85
H -2.28 0.18 2.70
H -0.04 0.32 3.78
H -0.12 -0.64 2.33
H 0.55 1.04 2.25
C -1.36 -2.37 0.60
C -0.82 -1.43 -0.51
C 0.17 -0.41 0.12
C 0.73 0.61 -0.90
C 1.93 1.37 -0.36
C 3.18 0.45 -0.09
H -0.55 -2.69 1.24
H -1.94 -3.23 0.23
H -2.04 -1.76 1.20
H -0.32 -2.03 -1.27
H -1.63 -0.92 -1.02
H 0.95 -0.98 0.63
H -0.30 0.12 0.95
H 1.06 0.17 -1.84
H -0.03 1.30 -1.25
H 2.21 2.14 -1.08
H 1.68 1.85 0.58
H 3.43 -0.13 -0.98
H 4.08 0.96 0.25
H 3.02 -0.25 0.73
*
```

Atomic partial charges in e from the Mulliken method, atoms 1 to 5: -0.640, 0.542, -0.770, -0.225, 0.404

[3]
# C28H66N2O12

A cluster of 11 separate species, C28H66N2O12 in total at a distorted geometry (wB97M-V/def2-TZVPD, OMol25).

Calculated values
highest occupied orbital energy: -8.3 eV
structure (SMILES): COCCCCCCCCCc1c(O)ccc2nccnc12.CO.CO.CO.CO.CO.CO.CO.CO.CO.CO

```
! wB97M-V def2-TZVPD RIJCOSX def2/J DEFGRID3
* xyz 0 1
C -0.29 -3.96 -1.62
O 0.27 -3.16 -2.72
C 0.90 -2.04 -2.05
C 1.39 -0.86 -3.02
C 1.40 0.50 -2.11
C 2.42 0.39 -0.87
C 1.76 0.84 0.56
C 0.95 -0.37 1.24
C -0.54 -0.02 1.72
C -1.40 0.87 0.70
C -2.66 0.11 0.04
C -3.02 0.81 -1.38
C -3.41 2.32 -1.36
O -3.45 3.10 -0.16
C -3.76 3.02 -2.73
C -3.73 2.15 -4.01
C -3.32 0.63 -4.05
N -3.33 -0.01 -5.34
C -2.91 -1.37 -5.19
C -2.54 -2.07 -3.85
N -2.58 -1.42 -2.58
C -2.95 -0.04 -2.71
H -1.22 -3.42 -1.18
H 0.47 -3.99 -0.75
H -0.49 -5.04 -1.92
H 1.76 -2.35 -1.35
H 0.09 -1.57 -1.36
H 2.48 -1.06 -3.28
H 0.72 -0.76 -3.95
H 1.68 1.35 -2.85
H 0.31 0.68 -1.83
H 3.25 1.18 -1.07
H 2.96 -0.62 -0.82
H 1.17 1.82 0.47
H 2.67 1.09 1.23
H 1.54 -0.65 2.20
H 0.92 -1.34 0.62
H -0.51 0.39 2.79
H -1.10 -1.04 1.81
H -0.82 1.35 -0.15
H -1.84 1.74 1.32
H -3.58 0.18 0.75
H -2.40 -0.99 -0.09
H -2.55 3.49 -0.09
H -4.07 4.13 -2.80
H -4.01 2.68 -4.99
H -2.86 -2.01 -6.14
H -2.22 -3.17 -3.87
C 4.47 -3.27 -1.49
O 4.23 -2.54 -0.29
H 3.59 -3.19 -2.13
H 5.33 -2.85 -2.00
H 4.65 -4.32 -1.25
H 5.02 -2.63 0.26
C 1.48 4.60 -0.92
O 1.12 3.29 -1.33
H 2.48 4.57 -0.49
H 1.49 5.27 -1.79
H 0.77 4.96 -0.18
H 0.23 3.34 -1.72
C -2.19 4.00 3.59
O -1.93 4.21 2.21
H -1.47 4.58 4.17
H -3.20 4.35 3.83
H -2.09 2.94 3.83
H -2.58 3.69 1.72
C 1.23 8.10 -3.09
O 2.03 7.29 -2.24
H 0.20 8.04 -2.77
H 1.57 9.14 -3.03
H 1.31 7.75 -4.12
H 2.94 7.37 -2.55
C -0.46 -1.14 5.96
O 0.38 -0.18 5.33
H -0.99 -1.70 5.19
H 0.15 -1.83 6.55
H -1.18 -0.63 6.60
H 0.84 0.29 6.04
C 8.36 -2.96 -3.44
O 8.12 -2.24 -2.24
H 7.48 -2.88 -4.08
H 9.22 -2.54 -3.96
H 8.54 -4.01 -3.21
H 8.91 -2.32 -1.70
C -4.35 -2.06 5.97
O -4.03 -1.49 7.23
H -3.45 -2.52 5.55
H -5.12 -2.82 6.10
H -4.70 -1.28 5.29
H -4.83 -1.09 7.58
C 0.58 -1.47 -6.87
O 1.24 -2.58 -6.27
H 1.05 -1.28 -7.84
H -0.48 -1.70 -7.02
H 0.69 -0.59 -6.24
H 0.81 -2.73 -5.41
C 4.32 -0.98 3.16
O 4.57 -0.76 1.79
H 5.05 -0.42 3.75
H 3.31 -0.63 3.42
H 4.41 -2.04 3.39
H 3.91 -1.27 1.29
C -7.23 -3.68 8.25
O -7.48 -2.55 7.41
H -6.23 -4.06 8.03
H -7.29 -3.38 9.30
H -7.97 -4.46 8.04
H -8.37 -2.24 7.62
*
```

Atomic partial charges in e from the Mulliken method, atoms 1 to 5: -0.712, -0.444, 0.972, -0.320, 0.113